Computed, not measured: a molecular structure, C45H38IrN5O6P in a non-equilibrium geometry, with ωB97M-V with the def2-TZVPD basis set.

The geometry in ORCA input format:
```
! wB97M-V def2-TZVPD RIJCOSX def2/J DEFGRID3
* xyz 1 1
Ir 1.171 0.062 0.848
C 3.722 -0.696 -1.737
C 3.661 -1.588 -0.540
C 4.697 -2.524 -0.455
C 4.787 -3.395 0.599
C 3.810 -3.313 1.576
C 2.805 -2.379 1.453
N 2.699 -1.505 0.405
C 1.795 -2.274 2.517
C 1.472 -3.271 3.426
C 0.439 -3.043 4.318
C -0.284 -1.862 4.259
C 0.069 -0.922 3.307
N 1.130 -1.124 2.515
C -0.638 0.350 3.058
C -1.770 0.712 3.758
C -2.293 1.982 3.566
C -1.586 2.872 2.788
C -0.432 2.463 2.124
C 0.473 3.497 1.544
N -0.045 1.176 2.151
H 3.978 -1.294 -2.612
H 4.504 0.053 -1.597
H 2.799 -0.189 -1.947
H 5.431 -2.533 -1.248
H 5.596 -4.109 0.674
H 3.840 -3.951 2.446
H 1.996 -4.215 3.424
H 0.170 -3.802 5.039
H -1.127 -1.704 4.915
H -2.240 0.013 4.435
H -3.197 2.286 4.076
H -1.893 3.904 2.698
H -0.085 4.381 1.249
H 1.055 3.138 0.707
H 1.175 3.783 2.333
C -2.477 0.650 -1.149
C -1.970 2.056 -1.270
C -2.911 3.078 -1.391
C -2.545 4.409 -1.481
C -1.200 4.746 -1.453
C -0.251 3.747 -1.336
C -0.607 2.398 -1.245
P 0.728 1.129 -1.186
C 0.457 -0.017 -2.590
C 0.741 -1.357 -2.320
C 0.894 -2.276 -3.342
C 0.570 -1.906 -4.635
C 0.142 -0.614 -4.890
C 0.092 0.362 -3.897
C -0.392 1.722 -4.331
C 2.249 2.081 -1.444
C 2.584 2.761 -2.615
C 3.734 3.525 -2.668
C 4.546 3.621 -1.541
C 4.225 2.930 -0.387
C 3.080 2.134 -0.321
C 2.815 1.315 0.933
H -3.500 0.586 -1.519
H -2.479 0.344 -0.100
H -1.874 -0.071 -1.698
H -3.959 2.809 -1.426
H -3.302 5.175 -1.586
H -0.886 5.779 -1.533
H 0.791 4.034 -1.342
H 1.150 -1.607 -1.358
H 1.222 -3.283 -3.120
H 0.671 -2.610 -5.451
H -0.149 -0.338 -5.896
H -1.459 1.672 -4.561
H 0.117 2.028 -5.246
H -0.262 2.505 -3.594
H 1.944 2.691 -3.485
H 3.996 4.051 -3.576
H 5.439 4.232 -1.572
H 4.878 2.989 0.476
H 2.773 1.981 1.800
H 3.708 0.701 1.101
O -1.275 -2.357 -1.143
C -1.444 -1.987 0.008
O -0.720 -1.204 0.725
C -2.731 -2.449 0.686
C -3.683 -3.102 -0.092
C -4.876 -3.489 0.486
C -5.175 -3.265 1.816
C -4.203 -2.627 2.561
C -2.999 -2.210 2.021
N -4.470 -2.364 3.985
O -5.573 -2.605 4.411
O -3.550 -1.918 4.656
N -5.891 -4.165 -0.353
O -6.940 -4.459 0.177
O -5.602 -4.376 -1.510
H -3.481 -3.299 -1.134
H -6.118 -3.570 2.242
H -2.278 -1.696 2.631
*
```

As for the frontier orbital gap: 7.4113 eV. The calculation puts the LUMO energy at -3.51 eV. Its highest occupied orbital energy is -10.920 eV.

The Mulliken scheme yields these atomic charges, measured in e:
1 Ir 1.050
2 C -1.340
3 C 0.914
4 C -1.055
5 C -1.025
6 C -0.956
7 C 0.451
8 N -0.074
9 C 0.707
10 C -1.036
11 C -1.260
12 C -0.327
13 C 0.828
14 N 0.410
15 C 0.923
16 C -0.563
17 C -1.239
18 C -1.018
19 C 0.659
20 C -1.034
21 N 0.156
22 H 0.622
23 H 0.295
24 H -0.006
25 H 0.581
26 H 0.444
27 H 0.429
28 H 0.407
29 H 0.486
30 H 0.553
31 H 0.492
32 H 0.493
33 H 0.543
34 H 0.512
35 H 0.004
36 H 0.351
37 C -1.114
38 C 0.254
39 C -0.891
40 C -0.959
41 C -0.808
42 C 0.140
43 C 0.344
44 P 0.936
45 C 1.813
46 C -0.078
47 C -0.691
48 C -1.068
49 C -0.623
50 C 1.199
51 C -1.889
52 C 1.407
53 C -1.001
54 C -0.734
55 C -1.066
56 C -0.900
57 C 0.291
58 C -1.938
59 H 0.654
60 H 0.054
61 H 0.043
62 H 0.471
63 H 0.459
64 H 0.470
65 H 0.279
66 H -0.575
67 H 0.557
68 H 0.436
69 H 0.511
70 H 0.435
71 H 0.516
72 H 0.048
73 H 0.369
74 H 0.473
75 H 0.399
76 H 0.553
77 H 0.676
78 H 0.928
79 O -0.579
80 C -1.130
81 O 0.911
82 C 0.565
83 C -0.769
84 C -0.544
85 C -0.524
86 C -0.469
87 C 0.525
88 N 0.990
89 O -0.609
90 O -0.594
91 N 1.081
92 O -0.625
93 O -0.609
94 H 0.774
95 H 0.645
96 H 0.204


Computed, not measured: a molecular structure, C7H10O3S in a non-equilibrium geometry, with ωB97M-V with the def2-TZVPD basis set.

The geometry in ORCA input format:
```
! wB97M-V def2-TZVPD RIJCOSX def2/J DEFGRID3
* xyz 0 1
C 2.583 -0.790 0.129
C 1.304 -1.400 0.133
C 2.461 0.475 -0.364
C 0.543 -0.461 -0.403
C 0.938 -2.810 0.459
C -1.952 1.496 1.036
C -1.936 1.336 -0.521
O -2.579 -1.290 -0.029
O 1.215 0.718 -0.686
O 3.260 1.524 -0.473
S -1.787 -0.457 -0.928
H 3.413 -1.261 0.407
H 0.814 -2.933 1.595
H -0.045 -2.971 0.193
H 1.735 -3.464 0.001
H -2.185 2.552 1.327
H -2.730 0.849 1.441
H -0.990 1.314 1.657
H -1.090 1.806 -0.988
H -2.894 1.790 -0.835
H 2.722 2.329 -0.586
*
```

As for the frontier orbital gap: 8.1431 eV. The calculation puts the LUMO energy at 0.09 eV. Its highest occupied orbital energy is -8.058 eV.

The Mulliken scheme yields these atomic charges, measured in e:
1 C -0.975
2 C 1.015
3 C 0.399
4 C -0.469
5 C -1.187
6 C -1.028
7 C -0.403
8 O -0.501
9 O -0.270
10 O -0.541
11 S 0.417
12 H 0.647
13 H 0.243
14 H 0.391
15 H 0.297
16 H 0.349
17 H 0.339
18 H 0.247
19 H 0.309
20 H 0.372
21 H 0.348


Computed, not measured: a single C3H2Cl2O2 molecule in a non-equilibrium geometry, with ωB97M-V with the def2-TZVPD basis set.

The geometry in ORCA input format:
```
! wB97M-V def2-TZVPD RIJCOSX def2/J DEFGRID3
* xyz 0 1
C 0.190 -0.044 -1.117
C -0.737 0.886 -0.390
C 0.453 -0.679 1.056
O 0.415 -0.018 -2.283
O 0.774 -0.960 -0.265
Cl 1.687 0.065 1.973
Cl -0.506 -1.840 1.851
H -0.489 1.930 -0.369
H -1.788 0.660 -0.457
*
```

As for the frontier orbital gap (spin up / spin down): 8.3633 / 8.8096 eV. The calculation puts the LUMO energy (spin up / spin down) at -0.68 / -0.76 eV. Its highest occupied orbital energy (spin up / spin down) is -9.045 / -9.574 eV.

The Mulliken scheme yields these atomic charges, measured in e:
1 C 0.730
2 C -0.647
3 C 0.373
4 O -0.482
5 O -0.281
6 Cl -0.112
7 Cl -0.110
8 H 0.266
9 H 0.262


Computed, not measured: a molecular structure, C41H49AsCuN7O4S2, with ωB97M-V with the def2-TZVPD basis set.

The geometry in ORCA input format:
```
! wB97M-V def2-TZVPD RIJCOSX def2/J DEFGRID3
* xyz 1 2
Cu 0.050 0.932 0.289
C 0.445 -1.180 4.495
C 0.783 -0.345 3.294
O -0.006 -0.168 2.367
N 2.016 0.208 3.280
C 2.458 1.108 2.228
C 2.886 0.395 0.966
C 4.197 -0.029 0.818
C 4.569 -0.713 -0.329
C 3.607 -0.952 -1.294
C 2.323 -0.480 -1.082
N 1.959 0.186 0.019
H -0.498 -1.688 4.319
H 0.355 -0.542 5.375
H 1.224 -1.921 4.679
H 2.633 0.014 4.049
H 3.296 1.682 2.622
H 1.655 1.812 1.999
H 4.914 0.179 1.602
H 5.588 -1.054 -0.461
H 3.828 -1.492 -2.205
H 1.554 -0.628 -1.827
S -0.059 0.648 -3.354
C -0.479 -0.095 -4.797
N -1.708 -0.516 -5.148
C -1.780 -0.989 -6.526
C -0.290 -1.032 -6.936
N 0.358 -0.381 -5.806
H -2.502 -0.249 -4.594
H -2.349 -0.299 -7.150
H -2.244 -1.972 -6.581
H -0.109 -0.488 -7.861
H 0.066 -2.055 -7.061
H 1.335 -0.158 -5.739
C -0.756 3.604 1.267
C -0.954 5.126 1.061
N -0.824 5.469 -0.354
C -1.794 4.683 -1.116
C -1.501 3.171 -0.973
N -0.385 2.961 -0.017
C 0.824 3.636 -0.549
C 0.523 5.131 -0.809
H -1.664 3.116 1.626
H 0.036 3.397 1.991
H -0.216 5.697 1.625
H -1.942 5.439 1.403
H -1.751 4.992 -2.161
H -2.791 4.926 -0.744
H -1.214 2.716 -1.922
H -2.365 2.625 -0.596
H 1.123 3.114 -1.460
H 1.620 3.503 0.187
H 0.589 5.362 -1.873
H 1.239 5.771 -0.290
N -1.946 -0.091 0.249
C -3.269 0.354 0.108
C -3.917 0.951 1.189
C -5.191 1.461 1.037
C -5.824 1.386 -0.200
C -5.182 0.793 -1.281
C -3.909 0.277 -1.127
S -7.442 2.013 -0.378
O -8.435 0.941 -0.095
O -7.644 3.030 0.627
O -7.631 2.397 -1.757
H -1.682 -0.793 -0.436
H -1.741 -0.476 1.169
H -3.412 1.022 2.145
H -5.693 1.935 1.869
H -5.673 0.749 -2.244
H -3.392 -0.171 -1.967
C -3.491 -6.142 0.318
C -3.724 -4.792 0.528
C -2.671 -3.889 0.444
C -1.384 -4.329 0.157
C -1.159 -5.687 -0.057
C -2.208 -6.588 0.023
As 0.023 -2.989 0.076
C 1.104 -3.656 -1.398
C 2.102 -4.616 -1.272
C 2.844 -5.004 -2.380
C 2.595 -4.437 -3.622
C 1.599 -3.479 -3.755
C 0.860 -3.087 -2.647
C 1.116 -3.525 1.598
C 0.607 -4.286 2.645
C 1.388 -4.549 3.765
C 2.677 -4.043 3.854
C 3.187 -3.273 2.815
C 2.408 -3.015 1.696
H -4.308 -6.849 0.380
H -4.722 -4.439 0.754
H -2.864 -2.833 0.607
H -0.162 -6.043 -0.291
H -2.027 -7.642 -0.144
H 2.311 -5.059 -0.305
H 3.620 -5.752 -2.271
H 3.176 -4.744 -4.482
H 1.400 -3.029 -4.720
H 0.105 -2.314 -2.760
H -0.394 -4.695 2.587
H 0.988 -5.157 4.567
H 3.286 -4.256 4.723
H 4.197 -2.884 2.870
H 2.820 -2.424 0.886
*
```

As for the frontier orbital gap (spin up / spin down): 8.1532 / 4.5901 eV. The calculation puts the LUMO energy (spin up / spin down) at -1.90 / -5.46 eV. Its highest occupied orbital energy (spin up / spin down) is -10.055 / -10.052 eV.

Atom charges from the Mulliken analysis, given in e for atoms 1 to 99:
1 Cu 0.938
2 C -1.515
3 C 0.142
4 O -0.429
5 N 0.184
6 C -0.553
7 C 1.235
8 C -0.985
9 C -0.761
10 C -0.811
11 C 0.003
12 N 0.588
13 H 0.257
14 H 0.431
15 H 0.363
16 H 0.340
17 H 0.756
18 H -0.948
19 H 0.567
20 H 0.430
21 H 0.528
22 H -0.035
23 S -0.271
24 C -0.188
25 N -0.065
26 C -0.541
27 C -0.460
28 N -0.037
29 H 0.166
30 H 0.306
31 H 0.336
32 H 0.330
33 H 0.246
34 H 0.191
35 C -0.365
36 C -0.955
37 N -0.123
38 C -0.971
39 C 0.515
40 N 1.263
41 C -0.585
42 C -0.868
43 H 0.286
44 H 0.305
45 H 0.317
46 H 0.322
47 H 0.285
48 H 0.382
49 H 0.295
50 H -0.769
51 H 0.408
52 H 0.282
53 H 0.254
54 H 0.352
55 N 0.702
56 C -1.071
57 C 0.004
58 C -0.960
59 C 0.393
60 C -0.784
61 C -0.092
62 S 1.381
63 O -0.372
64 O -0.533
65 O -0.536
66 H -0.199
67 H 0.341
68 H 0.575
69 H 0.447
70 H 0.425
71 H 0.446
72 C -0.467
73 C -0.733
74 C -0.270
75 C -0.049
76 C -0.028
77 C -0.741
78 As 0.999
79 C 0.270
80 C -0.287
81 C -0.696
82 C -0.733
83 C -0.229
84 C -0.838
85 C 0.240
86 C -0.844
87 C -0.704
88 C -0.801
89 C -0.593
90 C -0.015
91 H 0.392
92 H 0.433
93 H 0.344
94 H 0.355
95 H 0.416
96 H 0.412
97 H 0.420
98 H 0.421
99 H 0.396


For the records above, the corresponding total energy values read -79137.9004, -24394.7514, -32279.9546, -189076.7260 eV.
For the records above, the corresponding relative energy (zero: lowest compared OMol25 entry of this formula, charge and spin) values read 83.1, 258.1, 326.7, 135.7 kJ/mol.